No. 1
This record from OMol25 describes a molecular structure, C36H37AsN3O2PSm in a non-equilibrium geometry. The level of theory is ωB97M-V/def2-TZVPD.

Geometry as XYZ:
```
81
C36H37AsN3O2PSm, DFT ωB97M-V/def2-TZVPD
Sm -0.894 0.826 0.962
C -3.160 -2.951 2.659
C -2.941 -1.513 2.220
N -1.875 -0.843 2.670
O -1.261 -1.554 3.711
C -3.663 -0.856 1.143
C -4.776 -1.504 0.392
N -3.043 0.281 0.718
O -2.702 0.432 -0.612
H -3.662 -3.072 3.648
H -2.161 -3.483 2.813
H -3.757 -3.510 1.894
H -0.547 -0.990 4.071
H -4.463 -2.415 -0.142
H -5.157 -0.793 -0.328
H -5.619 -1.789 1.062
C -0.495 4.162 -2.318
C 0.897 4.123 -2.454
C 1.708 3.582 -1.447
C 1.083 2.981 -0.342
N -0.272 2.883 -0.320
C -1.021 3.576 -1.191
C 1.878 2.312 0.685
C 3.018 3.038 1.230
C 3.806 2.513 2.228
C 3.445 1.291 2.792
C 2.378 0.599 2.287
C 1.579 1.076 1.277
H -1.165 4.569 -3.047
H 1.356 4.605 -3.325
H 2.764 3.445 -1.583
H -2.098 3.691 -0.899
H 3.198 4.069 0.890
H 4.700 3.064 2.536
H 4.026 0.839 3.574
H 2.131 -0.360 2.730
C -1.574 -5.585 -2.475
C -2.233 -4.381 -2.488
C -1.690 -3.240 -1.964
C -0.351 -3.312 -1.572
C 0.330 -4.516 -1.510
C -0.281 -5.667 -1.982
As 0.467 -1.623 -1.011
C 0.853 -0.905 -2.786
C 0.000 -0.218 -3.680
C 0.519 0.236 -4.871
C 1.904 0.100 -5.184
C 2.742 -0.484 -4.289
C 2.234 -0.938 -3.069
C 3.068 -1.631 -2.036
C 4.464 -1.764 -2.013
C 5.102 -2.405 -0.977
C 4.330 -2.983 0.049
C 2.967 -2.854 0.063
C 2.323 -2.178 -0.971
H -2.161 -6.480 -2.725
H -3.219 -4.349 -2.926
H -2.187 -2.286 -1.923
H 1.323 -4.554 -1.111
H 0.275 -6.597 -2.066
H -1.066 -0.137 -3.500
H -0.141 0.667 -5.613
H 2.273 0.577 -6.083
H 3.793 -0.590 -4.477
H 5.037 -1.267 -2.808
H 6.186 -2.486 -0.898
H 4.787 -3.521 0.822
H 2.361 -3.316 0.820
C -3.420 2.988 2.985
P -1.575 2.972 2.991
C -1.234 4.669 2.552
C -1.186 2.893 4.780
H -3.796 3.804 3.649
H -3.834 2.061 3.395
H -3.785 3.187 1.967
H -1.943 5.379 3.025
H -1.393 4.793 1.468
H -0.212 4.973 2.855
H -1.582 3.785 5.285
H -0.081 2.881 4.901
H -1.629 1.979 5.213
```

Results
Multiplicity: 6
Maximum force in eV/A: 3.45
Highest occupied orbital energy (alpha / beta) in eV: -10.3 / -10.3
Total charge: +1
Calculated total energy in eV: -134520.24590
Molar mass in g mol⁻¹: 799.97
Energy relative to the best compared isomer or geometry (same formula, charge and spin) in kJ/mol: 117.90

Mulliken atomic charge list, values in e, 5 entries: 0.456 -1.255 0.740 0.264 -0.491

No. 2
This record from OMol25 describes a molecular structure, C3H9N2O in a non-equilibrium geometry. The level of theory is ωB97M-V/def2-TZVPD.

Geometry as XYZ:
```
15
C3H9N2O, DFT ωB97M-V/def2-TZVPD
C -1.104 0.564 -0.622
N 0.308 0.306 -0.678
C 1.067 1.376 -1.023
N 2.151 1.346 -1.817
H -1.757 -0.318 -0.834
H -1.361 1.032 0.327
H -1.441 1.338 -1.393
H 0.506 -0.753 0.163
H 0.723 2.377 -0.572
H 2.673 2.218 -1.924
C -0.346 -1.922 1.680
O 0.749 -1.539 0.982
H -0.115 -2.185 2.732
H -1.160 -1.105 1.759
H -0.895 -2.735 1.218
```

Results
Multiplicity: 1
Maximum force in eV/A: 2.42
Highest occupied orbital energy in eV: -3.2
Total charge: -1
Calculated total energy in eV: -8283.53702
Molar mass in g mol⁻¹: 89.12
Energy relative to the best compared isomer or geometry (same formula, charge and spin) in kJ/mol: 135.41

Mulliken atomic charge list, values in e, 5 entries: -1.074 -0.394 -0.070 -0.752 0.279

No. 3
This record from OMol25 describes 2 unconnected molecules or ions with the total composition C4H13N2O in a non-equilibrium geometry. The level of theory is ωB97M-V/def2-TZVPD.

Geometry as XYZ:
```
20
C4H13N2O, DFT ωB97M-V/def2-TZVPD
N -2.251 -1.208 -1.588
C -0.337 -0.014 0.553
C 0.270 0.509 -0.734
C 1.315 1.773 -0.536
O 1.747 2.182 -1.827
C 0.391 -1.127 1.329
N -0.068 -1.574 2.777
H -3.225 -1.422 -1.376
H -2.219 -0.576 -2.381
H -1.742 -0.809 -0.858
H -0.747 0.778 1.195
H 0.941 -0.175 -1.368
H -0.490 0.823 -1.523
H 0.902 2.634 -0.042
H 2.162 1.511 0.108
H 2.684 2.249 -1.898
H 1.379 -0.781 1.383
H 0.484 -2.052 0.756
H -1.014 -1.980 2.685
H -0.181 -0.739 3.343
```

Results
Multiplicity: 1
Maximum force in eV/A: 5.00
Highest occupied orbital energy in eV: -13.9
Total charge: +1
Calculated total energy in eV: -9375.48197
Molar mass in g mol⁻¹: 105.16
Energy relative to the best compared isomer or geometry (same formula, charge and spin) in kJ/mol: 588.73

Mulliken atomic charge list, values in e, 5 entries: -0.618 0.107 -0.401 -0.610 -0.476

No. 4
This record from OMol25 describes a molecular structure, C4H6AuO2 in a non-equilibrium geometry. The level of theory is ωB97M-V/def2-TZVPD.

Geometry as XYZ:
```
13
C4H6AuO2, DFT ωB97M-V/def2-TZVPD
O 2.470 1.588 0.274
C 1.319 0.982 0.726
H 2.995 0.961 -0.233
H 0.783 1.633 1.421
C 0.765 -0.133 0.211
C -0.631 -0.556 0.397
C -1.588 -0.271 -0.789
O -2.233 -1.450 -1.244
Au -1.105 -2.355 -0.090
H -1.042 -0.217 1.362
H 1.626 -0.850 0.069
H -1.012 0.189 -1.618
H -2.348 0.478 -0.486
```

Results
Multiplicity: 3
Maximum force in eV/A: 8.81
Highest occupied orbital energy (alpha / beta) in eV: -12.6 / -13.8
Total charge: +1
Calculated total energy in eV: -12017.58882
Molar mass in g mol⁻¹: 283.06
Energy relative to the best compared isomer or geometry (same formula, charge and spin) in kJ/mol: 0.00

Mulliken atomic charge list, values in e, 5 entries: -0.342 0.092 0.362 0.386 -0.318

No. 5
This record from OMol25 describes a single C4H5NO molecule in a non-equilibrium geometry. The level of theory is ωB97M-V/def2-TZVPD.

Geometry as XYZ:
```
11
C4H5NO, DFT ωB97M-V/def2-TZVPD
N 3.155 -0.459 0.169
C 2.089 -0.016 0.097
C 0.737 0.552 0.006
C -0.354 -0.541 -0.042
C -1.753 0.047 -0.223
O -2.017 0.743 0.723
H 0.597 1.221 0.867
H 0.677 1.173 -0.892
H -0.185 -1.311 -0.777
H -0.379 -1.015 0.956
H -2.607 -0.301 -0.876
```

Results
Multiplicity: 1
Maximum force in eV/A: 2.31
SMILES: N#CCCC=O
Highest occupied orbital energy in eV: -10.4
Total charge: 0
Calculated total energy in eV: -7765.38666
Molar mass in g mol⁻¹: 83.09
Energy relative to the best compared isomer or geometry (same formula, charge and spin) in kJ/mol: 109.97

Mulliken atomic charge list, values in e, 5 entries: -0.393 0.171 -0.383 -0.464 -0.080

No. 6
This record from OMol25 describes a molecular structure, C24H28As2CoN3O6 in a non-equilibrium geometry. The level of theory is ωB97M-V/def2-TZVPD.

Geometry as XYZ:
```
64
C24H28As2CoN3O6, DFT ωB97M-V/def2-TZVPD
Co 0.192 0.138 -0.108
C 3.938 -0.089 -1.121
As 2.526 -0.323 0.218
C 3.321 -1.749 1.321
C 2.728 1.152 1.487
C 3.871 1.940 1.522
C 3.992 2.968 2.446
C 2.974 3.207 3.352
C 1.829 2.429 3.320
C 1.694 1.408 2.391
As 0.024 0.418 2.264
C 0.175 -0.834 3.782
C -1.366 1.608 2.951
H 3.817 0.858 -1.653
H 3.849 -0.911 -1.838
H 4.931 -0.135 -0.665
H 4.251 -1.394 1.775
H 3.526 -2.629 0.708
H 2.621 -2.026 2.112
H 4.670 1.767 0.811
H 4.877 3.587 2.451
H 3.057 4.008 4.071
H 1.012 2.630 4.005
H 0.314 -0.261 4.701
H 1.021 -1.510 3.652
H -0.738 -1.426 3.864
H -1.240 1.780 4.024
H -2.342 1.144 2.788
H -1.327 2.553 2.405
O 0.365 4.173 -1.060
C 0.476 2.978 -1.214
O 0.389 2.119 -0.252
C 0.743 2.381 -2.591
C 0.998 3.142 -3.732
C 1.231 2.512 -4.948
C 1.243 1.128 -5.053
C 1.008 0.376 -3.909
C 0.736 1.009 -2.712
N 1.050 -1.063 -3.885
O 1.166 -1.581 -2.781
O 0.973 -1.665 -4.925
H 0.993 4.219 -3.645
H 1.414 3.104 -5.832
H 1.432 0.630 -5.990
H 0.469 0.374 -1.855
O -3.790 -6.180 -0.136
C -4.734 -5.195 0.169
N -4.139 -3.928 -0.185
C -4.421 -2.797 0.483
O -5.194 -2.730 1.414
C -3.728 -1.559 -0.022
C -4.493 -0.413 -0.221
C -3.854 0.744 -0.631
C -2.480 0.732 -0.772
N -1.734 -0.349 -0.521
C -2.352 -1.479 -0.170
H -4.180 -7.052 -0.016
H -4.982 -5.160 1.241
H -5.667 -5.338 -0.402
H -3.511 -3.949 -0.975
H -5.555 -0.445 -0.033
H -4.390 1.658 -0.822
H -1.961 1.632 -1.073
H -1.718 -2.336 0.022
```

Results
Multiplicity: 2
Maximum force in eV/A: 1.34
Highest occupied orbital energy (alpha / beta) in eV: -11.8 / -11.9
Total charge: +1
Calculated total energy in eV: -201393.06587
Molar mass in g mol⁻¹: 663.28
Energy relative to the best compared isomer or geometry (same formula, charge and spin) in kJ/mol: 169.84

Mulliken atomic charge list, values in e, 5 entries: -0.155 -1.327 0.767 -0.985 0.473

No. 7
This record from OMol25 describes 8 unconnected molecules or ions with the total composition H18NO7 in a non-equilibrium geometry. The level of theory is ωB97M-V/def2-TZVPD.

Geometry as XYZ:
```
26
H18NO7, DFT ωB97M-V/def2-TZVPD
N 0.151 -0.193 0.508
H 0.653 0.519 -0.075
H -0.682 -0.025 1.145
H 1.022 -0.473 0.964
H -0.084 -1.088 -0.122
O 0.751 2.398 1.799
H 0.177 3.007 1.461
H 1.458 2.639 1.242
O -0.262 -0.619 3.630
H -0.813 -1.306 2.958
H -0.608 -0.744 4.589
O 2.347 -1.626 -0.817
H 2.373 -2.499 -0.425
H 3.253 -1.417 -0.824
O -1.364 1.987 -1.090
H -2.154 1.421 -0.796
H -1.445 2.382 -2.013
O -2.868 -0.177 -0.656
H -2.657 -0.533 -1.502
H -3.867 -0.087 -0.748
O -0.280 -3.408 -1.224
H -0.014 -3.618 -2.171
H -0.124 -4.253 -0.864
O 1.708 2.282 -1.425
H 2.305 2.638 -2.051
H 1.035 2.784 -1.495
```

Results
Multiplicity: 1
Maximum force in eV/A: 9.64
Highest occupied orbital energy in eV: -14.4
Total charge: +1
Calculated total energy in eV: -16107.33274
Molar mass in g mol⁻¹: 144.14
Energy relative to the best compared isomer or geometry (same formula, charge and spin) in kJ/mol: 390.11

Mulliken atomic charge list, values in e, 5 entries: -0.373 0.253 0.288 0.464 0.303

No. 8
This record from OMol25 describes a single C4H5BrS molecule in a non-equilibrium geometry. The level of theory is ωB97M-V/def2-TZVPD.

Geometry as XYZ:
```
11
C4H5BrS, DFT ωB97M-V/def2-TZVPD
Br 0.528 1.583 -2.548
C -0.460 0.222 -1.617
C -0.533 0.450 -0.138
C 0.686 -0.048 0.626
C 1.368 -0.984 -0.014
S 1.019 -1.364 -1.696
H -1.153 -0.172 -2.260
H -1.438 -0.067 0.129
H -0.643 1.525 0.105
H 0.920 0.489 1.421
H 2.136 -1.542 0.413
```

Results
Multiplicity: 1
Maximum force in eV/A: 5.64
SMILES: Br[C@@H]1CC=CS1
Highest occupied orbital energy in eV: -8.3
Total charge: 0
Calculated total energy in eV: -85104.89413
Molar mass in g mol⁻¹: 165.06
Energy relative to the best compared isomer or geometry (same formula, charge and spin) in kJ/mol: 34.62

Mulliken atomic charge list, values in e, 5 entries: -0.088 -0.532 -0.425 -0.490 -0.339

No. 9
This record from OMol25 describes a single C4H5N molecule in a non-equilibrium geometry. The level of theory is ωB97M-V/def2-TZVPD.

Geometry as XYZ:
```
10
C4H5N, DFT ωB97M-V/def2-TZVPD
H 1.219 2.140 0.021
N 0.248 1.851 -0.019
C 0.108 0.596 -0.029
C 1.091 -0.530 0.026
C -1.206 -0.012 -0.021
C -2.318 -0.511 0.026
H 1.316 -0.800 -1.131
H 0.698 -1.359 0.417
H 1.974 -0.218 0.517
H -3.131 -1.157 0.194
```

Results
Multiplicity: 1
Maximum force in eV/A: 5.86
SMILES: [H]/N=C(\C)C#C
Highest occupied orbital energy in eV: -10.1
Total charge: 0
Calculated total energy in eV: -5716.18167
Molar mass in g mol⁻¹: 67.09
Energy relative to the best compared isomer or geometry (same formula, charge and spin) in kJ/mol: 257.12

Mulliken atomic charge list, values in e, 5 entries: 0.246 -0.648 0.284 -1.180 -0.343

No. 10
This record from OMol25 describes 12 unconnected molecules or ions with the total composition C67H58N12O24 in a non-equilibrium geometry. The level of theory is ωB97M-V/def2-TZVPD.

Geometry as XYZ:
```
161
C67H58N12O24, DFT ωB97M-V/def2-TZVPD
O 3.333 -23.703 -4.177
N 4.376 -23.893 -3.602
O 4.574 -23.629 -2.427
C 5.507 -24.530 -4.313
C 5.370 -24.638 -5.689
C 6.399 -25.166 -6.417
C 7.585 -25.469 -5.717
C 7.708 -25.285 -4.366
C 6.647 -24.796 -3.604
H 4.443 -24.313 -6.176
H 6.218 -25.338 -7.471
H 8.330 -25.857 -6.337
H 8.595 -25.604 -3.858
H 6.743 -24.686 -2.539
O -3.226 -24.544 -3.075
N -2.104 -24.198 -3.399
O -1.737 -23.056 -3.559
C -1.044 -25.228 -3.520
C -1.448 -26.551 -3.285
C -0.495 -27.594 -3.377
C 0.816 -27.369 -3.750
C 1.118 -25.995 -3.997
C 0.242 -24.938 -3.901
H -2.433 -26.895 -3.028
H -0.814 -28.605 -3.108
H 1.495 -28.158 -3.900
H 2.133 -25.782 -4.241
H 0.654 -23.907 -3.933
O 8.627 -28.915 -1.687
N 7.846 -28.811 -2.627
O 8.103 -29.184 -3.736
C 6.529 -28.126 -2.349
C 5.587 -28.051 -3.335
C 4.297 -27.533 -3.055
C 4.064 -27.032 -1.783
C 5.038 -27.191 -0.820
C 6.266 -27.705 -1.056
H 5.844 -28.413 -4.323
H 3.622 -27.462 -3.889
H 3.082 -26.594 -1.588
H 4.775 -26.959 0.256
H 6.986 -27.772 -0.282
O 6.992 -26.548 -9.296
N 8.234 -26.477 -9.264
O 8.742 -25.420 -9.174
C 9.036 -27.695 -9.411
C 10.403 -27.698 -9.129
C 11.142 -28.865 -9.259
C 10.517 -29.936 -9.847
C 9.149 -29.911 -10.200
C 8.409 -28.800 -9.931
H 10.914 -26.747 -8.894
H 12.206 -28.877 -9.203
H 11.056 -30.810 -10.168
H 8.705 -30.657 -10.845
H 7.393 -28.701 -10.242
O -1.382 -21.891 -10.898
N -0.490 -21.278 -10.358
O 0.562 -20.927 -10.889
C -0.522 -21.106 -8.868
C -1.646 -21.585 -8.207
C -1.721 -21.673 -6.831
C -0.617 -21.250 -6.119
C 0.531 -20.765 -6.770
C 0.577 -20.655 -8.118
H -2.389 -21.999 -8.907
H -2.505 -22.207 -6.315
H -0.584 -21.235 -5.008
H 1.430 -20.535 -6.173
H 1.501 -20.275 -8.586
O 6.610 -25.299 -13.148
N 5.797 -25.868 -12.456
O 4.931 -25.285 -11.789
C 5.771 -27.329 -12.450
C 6.656 -27.960 -13.323
C 6.790 -29.344 -13.269
C 6.032 -30.045 -12.320
C 5.159 -29.400 -11.482
C 5.046 -27.999 -11.484
H 7.196 -27.335 -14.063
H 7.447 -29.799 -13.959
H 5.998 -31.141 -12.312
H 4.556 -29.945 -10.729
H 4.358 -27.479 -10.828
O 6.903 -32.952 -10.946
N 7.645 -33.125 -10.035
O 8.634 -33.808 -10.017
C 7.246 -32.366 -8.818
C 5.918 -31.880 -8.715
C 5.558 -31.157 -7.618
C 6.505 -30.814 -6.658
C 7.812 -31.231 -6.779
C 8.216 -31.967 -7.891
H 5.278 -32.252 -9.524
H 4.589 -30.717 -7.528
H 6.312 -30.136 -5.796
H 8.580 -31.054 -6.044
H 9.270 -32.221 -8.041
O -3.490 -31.179 -6.185
N -2.492 -30.900 -6.849
O -1.874 -31.757 -7.458
C -2.053 -29.474 -6.997
C -0.827 -29.195 -7.596
C -0.452 -27.887 -7.688
C -1.215 -26.880 -7.086
C -2.365 -27.183 -6.361
C -2.841 -28.499 -6.390
H -0.180 -30.027 -7.881
H 0.470 -27.622 -8.186
H -0.912 -25.839 -7.186
H -3.011 -26.448 -5.895
H -3.715 -28.826 -5.800
O -2.214 -25.153 -9.328
N -2.359 -25.261 -10.544
O -3.418 -25.477 -11.071
C -1.152 -25.184 -11.380
C -1.352 -24.743 -12.697
C -0.215 -24.525 -13.508
C 1.025 -24.693 -13.004
C 1.207 -25.110 -11.681
C 0.107 -25.340 -10.838
H -2.399 -24.624 -12.903
H -0.353 -24.164 -14.550
H 1.924 -24.579 -13.588
H 2.233 -25.286 -11.313
H 0.267 -25.540 -9.801
O 4.946 -21.039 -8.441
N 4.603 -20.753 -7.321
O 3.548 -20.245 -7.068
C 5.416 -21.010 -6.088
C 5.034 -20.506 -4.851
C 5.828 -20.847 -3.768
C 7.024 -21.606 -3.956
C 7.431 -22.049 -5.167
C 6.646 -21.745 -6.288
H 4.198 -19.866 -4.768
H 5.711 -20.378 -2.776
H 7.636 -21.932 -3.050
H 8.316 -22.647 -5.231
H 6.825 -22.166 -7.269
O 2.758 -27.952 -6.315
N 3.385 -27.522 -7.275
O 4.451 -28.030 -7.663
C 3.048 -26.139 -7.757
C 3.823 -25.478 -8.684
C 3.654 -24.089 -8.824
C 2.584 -23.442 -8.156
C 1.721 -24.127 -7.388
C 1.902 -25.505 -7.246
H 4.618 -25.989 -9.276
H 4.322 -23.673 -9.608
H 2.506 -22.385 -8.411
H 0.915 -23.625 -6.826
H 1.303 -26.156 -6.629
C 5.068 -22.209 -12.261
N 5.574 -21.027 -12.935
O 4.828 -20.139 -13.318
O 6.747 -21.017 -13.153
H 5.001 -22.990 -13.019
H 4.133 -22.003 -11.775
H 5.761 -22.530 -11.552
```

Results
Multiplicity: 1
Maximum force in eV/A: 3.89
SMILES: O=[N+]([O-])c1ccccc1.O=[N+]([O-])c1ccccc1.O=[N+]([O-])c1ccccc1.O=[N+]([O-])c1ccccc1.O=[N+]([O-])c1ccccc1.O=[N+]([O-])c1ccccc1.O=[N+]([O-])c1ccccc1.O=[N+]([O-])c1ccccc1.O=[N+]([O-])c1ccccc1.O=[N+]([O-])c1ccccc1.O=[N+]([O-])c1ccccc1.C[N+](=O)[O-]
Highest occupied orbital energy in eV: -9.9
Total charge: 0
Calculated total energy in eV: -137406.87353
Molar mass in g mol⁻¹: 1415.26

Mulliken atomic charge list, values in e, 5 entries: -0.616 1.678 -0.721 -0.317 0.444